Model a:
# C9H12N4O

An isolated molecule of C9H12N4O (the ωB97M-V functional and the def2-TZVPD basis, OMol25).

For the orbital gap, the calculation gives 8.20 eV. The calculation puts the molar mass at 192.222 g mol⁻¹. The calculation puts the LUMO energy at 0.4 eV. Its SMILES is C=c1[nH]c(N)n/c1=C/C=C\NC(C)=O. As for the HOMO energy: -7.8 eV.

Each line ends with the Löwdin charge.
CARTESIAN COORDINATES (ANGSTROEM)
1 C -0.426 -0.099 2.029  0.081
2 C -1.301 0.075 1.065  -0.264
3 N -2.528 -0.563 0.818  0.129
4 C -3.040 -0.094 -0.409  -0.502
5 N -4.078 -0.684 -1.006  0.139
6 N -2.385 0.886 -0.786  0.128
7 C -1.359 1.217 0.075  -0.236
8 C -0.487 2.170 -0.244  -0.055
9 C 0.807 2.589 0.373  -0.096
10 C 1.995 1.914 0.254  -0.051
11 N 1.795 0.587 -0.310  0.061
12 C 2.905 -0.221 -0.443  -0.549
13 C 2.596 -1.607 -0.843  -0.018
14 O 4.029 0.105 -0.073  0.033
15 H -0.230 -0.888 2.709  0.054
16 H 0.371 0.624 2.056  0.053
17 H -2.721 -1.476 1.079  0.111
18 H -4.898 -0.221 -1.396  0.107
19 H -4.541 -1.515 -0.459  0.151
20 H -0.730 3.005 -0.881  0.111
21 H 0.682 3.600 0.747  0.096
22 H 2.927 2.106 0.695  0.096
23 H 0.735 0.293 -0.444  0.169
24 H 1.784 -1.545 -1.480  0.042
25 H 3.388 -2.140 -1.449  0.107
26 H 2.475 -2.272 0.044  0.104



Model b:
# C9H12N4O

An isolated molecule of C9H12N4O (the ωB97M-V functional and the def2-TZVPD basis, OMol25).

For the orbital gap, the calculation gives 9.93 eV. The calculation puts the molar mass at 192.222 g mol⁻¹. The calculation puts the LUMO energy at -0.2 eV. Its SMILES is CC[C@@](C)(O)/C(=C/C#N)n1cncn1. As for the HOMO energy: -10.1 eV.

Each line ends with the Löwdin charge.
CARTESIAN COORDINATES (ANGSTROEM)
1 C 1.211 -0.730 -1.909  -0.069
2 C 1.381 -0.718 -0.355  -0.183
3 C 0.421 0.209 0.382  -0.529
4 C 0.752 0.285 1.971  0.031
5 O 0.416 1.474 -0.152  -0.048
6 C -1.058 -0.322 0.260  -0.107
7 C -1.293 -1.610 0.457  -0.039
8 C -2.509 -2.355 0.422  -0.201
9 N -3.403 -3.119 0.356  0.154
10 N -2.111 0.587 -0.074  -0.041
11 C -3.191 0.331 -0.844  -0.100
12 N -4.028 1.353 -0.685  0.079
13 C -3.422 2.251 0.139  -0.193
14 N -2.310 1.771 0.549  0.087
15 H 1.195 0.236 -2.238  0.029
16 H 0.213 -1.299 -2.202  0.115
17 H 2.040 -1.268 -2.359  0.069
18 H 1.468 -1.705 0.111  0.112
19 H 2.370 -0.196 -0.299  0.133
20 H 1.673 -0.276 2.120  0.076
21 H -0.032 -0.136 2.591  0.079
22 H 0.946 1.330 2.111  0.071
23 H -0.131 2.063 0.556  0.159
24 H -0.488 -2.263 0.561  0.099
25 H -3.388 -0.530 -1.408  0.116
26 H -3.667 3.273 0.181  0.102



It turns out model a is the most stable, with the second structure 24.0 kJ/mol higher.



Model a:
# C5H9N2

The ion C5H9N2 with charge +1 (the ωB97M-V functional and the def2-TZVPD basis, OMol25).

For the orbital gap, the calculation gives 8.46 eV. The calculation puts the molar mass at 97.141 g mol⁻¹. As for the net charge: +1. The calculation puts the LUMO energy at -4.2 eV. Its SMILES is C=C=[NH+]/C=C(/C)N. As for the HOMO energy: -12.6 eV.

Each line ends with the Löwdin charge.
CARTESIAN COORDINATES (ANGSTROEM)
1 C 0.586 2.307 -1.048  0.113
2 C -0.449 1.882 -0.451  -0.080
3 N -1.270 1.409 0.316  0.129
4 C -0.976 0.103 0.721  -0.071
5 C -0.015 -0.674 0.144  -0.390
6 C -0.080 -2.151 0.608  -0.005
7 N 1.097 -0.580 -0.476  0.110
8 H 0.727 2.200 -2.073  0.084
9 H 1.306 2.609 -0.267  0.139
10 H -2.012 1.840 0.892  0.217
11 H -1.762 -0.293 1.367  0.133
12 H -1.141 -2.404 0.719  0.091
13 H 0.459 -2.788 -0.097  0.088
14 H 0.384 -2.163 1.616  0.112
15 H 1.588 0.167 -1.262  0.220
16 H 1.559 -1.465 -0.706  0.112



Model b:
# C5H9N2

The ion C5H9N2 with charge +1 (the ωB97M-V functional and the def2-TZVPD basis, OMol25).

For the orbital gap, the calculation gives 10.94 eV. The calculation puts the molar mass at 97.141 g mol⁻¹. As for the net charge: +1. The calculation puts the LUMO energy at -3.3 eV. Its SMILES is CCc1c[nH]c[nH+]1. As for the HOMO energy: -14.3 eV.

Each line ends with the Löwdin charge.
CARTESIAN COORDINATES (ANGSTROEM)
1 C 1.520 0.550 2.073  -0.070
2 C 1.630 0.237 0.559  -0.175
3 C 0.364 0.089 -0.190  -0.202
4 C -0.710 0.911 -0.180  0.031
5 N -1.729 0.253 -0.858  0.121
6 C -1.362 -0.984 -1.130  -0.040
7 N -0.096 -1.102 -0.716  0.160
8 H 0.765 -0.030 2.590  0.080
9 H 1.257 1.606 2.217  0.081
10 H 2.520 0.442 2.473  0.080
11 H 2.267 1.011 0.119  0.126
12 H 2.290 -0.638 0.484  0.120
13 H -0.824 1.961 0.000  0.147
14 H -2.635 0.659 -1.052  0.185
15 H -1.943 -1.863 -1.349  0.166
16 H 0.346 -2.011 -0.733  0.189



It turns out model b is the most stable, with the second structure 439.1 kJ/mol higher.



Model a:
# C5H9N2

A cluster of 2 separate species, C5H9N2 in total (the ωB97M-V functional and the def2-TZVPD basis, OMol25).

For the orbital gap, the calculation gives 8.65 eV. The calculation puts the molar mass at 97.141 g mol⁻¹. As for the net charge: +1. The calculation puts the LUMO energy at -4.4 eV. As for the HOMO energy: -13.1 eV.

Each line ends with the Löwdin charge.
CARTESIAN COORDINATES (ANGSTROEM)
1 C 2.526 0.157 -0.928  0.023
2 C 2.090 1.113 -1.839  -0.090
3 C 1.128 -0.010 -0.964  -0.045
4 C -2.006 0.151 1.724  0.033
5 C -0.409 -1.213 0.613  0.053
6 N 0.805 1.389 -1.315  0.039
7 N -1.630 -1.072 0.932  0.008
8 H 3.388 -0.371 -0.700  0.088
9 H 2.335 1.396 -2.839  0.134
10 H -2.626 -0.124 2.535  0.090
11 H -1.022 0.450 2.052  0.086
12 H -2.406 0.846 0.992  0.110
13 H -0.045 -2.008 0.012  0.098
14 H 0.223 -0.681 1.310  0.110
15 H -2.364 -1.419 0.355  0.159
16 H 0.013 1.396 -1.940  0.105



Model b:
# C5H9N2

The ion C5H9N2 with charge +1 (the ωB97M-V functional and the def2-TZVPD basis, OMol25).

For the orbital gap (spin up / spin down), the calculation gives 8.78 / 8.78 eV. The calculation puts the molar mass at 97.141 g mol⁻¹. As for the net charge: +1. The calculation puts the LUMO energy (spin up / spin down) at -3.3 / -3.3 eV. As for the HOMO energy (spin up / spin down): -12.1 / -12.1 eV.

Each line ends with the Löwdin charge.
CARTESIAN COORDINATES (ANGSTROEM)
1 C 2.106 0.896 0.965  0.101
2 C 1.532 -0.855 -0.734  0.047
3 C -1.618 0.509 0.582  -0.015
4 C -1.685 0.011 -0.806  0.024
5 C 0.458 -0.862 0.273  -0.202
6 N 1.397 0.023 0.417  -0.116
7 N -0.920 -0.692 0.219  -0.005
8 H 1.860 1.487 1.940  0.142
9 H 2.992 1.073 0.384  0.097
10 H 2.175 -1.657 -0.705  0.099
11 H 1.336 -0.329 -1.606  0.103
12 H -1.120 1.389 0.849  0.114
13 H -2.603 0.395 1.190  0.179
14 H -2.469 -0.566 -1.137  0.115
15 H -1.266 0.608 -1.511  0.110
16 H -1.422 -1.470 0.672  0.207



Model c:
# C5H9N2

The ion C5H9N2 with charge +1 (the ωB97M-V functional and the def2-TZVPD basis, OMol25).

For the orbital gap, the calculation gives 10.34 eV. The calculation puts the molar mass at 97.141 g mol⁻¹. As for the net charge: +1. The calculation puts the LUMO energy at -4.5 eV. Its SMILES is C[N+]1=CC[C@H]2CN21. As for the HOMO energy: -14.9 eV.

Each line ends with the Löwdin charge.
CARTESIAN COORDINATES (ANGSTROEM)
1 C -1.816 -1.289 0.089  0.091
2 N -0.951 -0.022 -0.114  -0.111
3 C -0.936 1.229 0.169  0.079
4 C 0.379 1.909 -0.321  0.008
5 C 1.197 0.692 -0.895  -0.068
6 C 1.280 -0.242 0.233  -0.102
7 N 0.192 -0.503 -0.767  0.017
8 H -2.678 -1.083 0.760  0.113
9 H -2.147 -1.732 -0.832  0.097
10 H -0.991 -1.939 0.455  0.113
11 H -1.591 1.457 0.997  0.158
12 H 0.462 2.811 -0.669  0.061
13 H 0.809 2.072 0.682  0.136
14 H 1.886 0.525 -1.643  0.128
15 H 1.905 -1.132 0.146  0.122
16 H 1.146 -0.122 1.340  0.158



Model d:
# C5H9N2

The ion C5H9N2 with charge +1 (the ωB97M-V functional and the def2-TZVPD basis, OMol25).

For the orbital gap, the calculation gives 10.85 eV. The calculation puts the molar mass at 97.141 g mol⁻¹. As for the net charge: +1. The calculation puts the LUMO energy at -3.3 eV. Its SMILES is CCc1c[nH]c[nH+]1. As for the HOMO energy: -14.2 eV.

Each line ends with the Löwdin charge.
CARTESIAN COORDINATES (ANGSTROEM)
1 C 1.630 1.661 -1.421  -0.067
2 C 1.534 0.282 -0.745  -0.154
3 C 0.223 -0.114 -0.140  -0.208
4 C -0.230 -1.398 -0.094  0.045
5 N -1.267 -1.370 0.856  0.110
6 C -1.477 -0.142 1.278  -0.042
7 N -0.687 0.644 0.548  0.165
8 H 2.632 2.028 -1.272  0.079
9 H 0.843 2.346 -1.112  0.065
10 H 1.492 1.623 -2.500  0.082
11 H 2.280 0.201 0.045  0.129
12 H 1.749 -0.476 -1.494  0.124
13 H -0.193 -2.345 -0.601  0.146
14 H -1.619 -2.225 1.262  0.182
15 H -2.283 0.206 1.885  0.162
16 H -0.764 1.649 0.492  0.184



It turns out model d is the most stable, with the second structure 429.7 kJ/mol higher.